# 1
The following is a DFT calculation (the ωB97M-V functional and the def2-TZVPD basis) of C18H11Cl5N2Rh as an isolated structure at a distorted geometry.

The LUMO energy is -5.58 eV. The total energy is -87435.93461 eV. For the energy relative to the best compared isomer or geometry (same formula, charge and spin), the calculation gives 2.102 eV.

ORCA input file:
```
! RIJCOSX wB97M-V def2-TZVPD def2/J DEFGRID3
* xyz 1 1
C 3.0944 2.2420 -1.0360
C -0.8586 1.5129 4.1565
Cl -3.3425 0.5809 -1.5384
C -2.8160 -1.0455 -1.5126
C -0.4863 1.3640 2.8023
Cl -1.1933 -5.2593 -1.5674
Cl -3.8166 -4.5508 -3.1239
Rh -0.2210 -0.3291 0.3405
C 2.5953 -0.4117 -1.7029
N -0.5236 0.0127 2.4647
C -1.8510 -3.6816 -1.4990
H -0.9198 2.4414 4.6856
C -1.1546 0.2519 4.6185
C -0.9206 -0.6451 3.5331
C -0.0975 2.2827 1.8077
C 3.8853 0.0872 -1.7644
C 1.5478 0.4217 -1.3297
H 3.3049 3.2667 -0.7682
C 4.1258 1.4169 -1.4607
H 4.6955 -0.5516 -2.0773
H 2.3946 -1.4364 -1.9744
C -1.7006 -1.3610 -0.7417
H 0.4968 0.0886 -1.4980
H 0.0985 3.3195 2.0797
C -1.2439 -2.6804 -0.7608
H -1.4892 -0.0245 5.5993
H 5.1247 1.8128 -1.5440
C -3.4779 -2.0266 -2.2567
H 1.0119 3.5744 -0.1147
H -0.0872 2.7478 -1.2539
C 0.6519 2.5969 -0.4564
Cl -4.8305 -1.6159 -3.2215
C 1.8010 1.7526 -0.9705
N 0.0457 1.8432 0.6004
Cl 0.1856 -2.9365 0.1859
H -1.0230 -1.7149 3.5349
C -3.0058 -3.3461 -2.2361
*
```


# 2
The following is a DFT calculation (the ωB97M-V functional and the def2-TZVPD basis) of one molecule with the formula C6H11N at a distorted geometry.

Its structure (SMILES) is C1CN[C@@H]2C[C@H]2C1. The LUMO energy is 1.19 eV. The total energy is -7886.76520 eV. For the energy relative to the best compared isomer or geometry (same formula, charge and spin), the calculation gives 3.766 eV.

ORCA input file:
```
! RIJCOSX wB97M-V def2-TZVPD def2/J DEFGRID3
* xyz 0 1
C -1.5119 -0.6216 -0.4319
H -1.6083 -0.9023 -1.4980
C 0.9169 -0.6624 -0.3333
C 0.9281 0.7293 0.1342
C 2.2402 0.0159 -0.1778
H 2.7521 -0.3127 0.6847
N -0.1523 1.6037 -0.3554
H -1.3079 0.8483 1.2825
H 0.7526 -0.6369 -1.4532
H -0.0777 2.4691 0.0902
H -2.2160 1.4680 -0.2911
H 0.9843 0.7463 1.2916
H -2.3570 -0.9575 0.0328
H -0.4001 -1.1225 1.3611
H -0.2081 -2.4982 0.1746
C -0.3260 -1.3785 0.2541
C -1.3499 0.9089 0.1030
H 2.9410 0.3030 -0.8680
*
```


# 3
The following is a DFT calculation (the ωB97M-V functional and the def2-TZVPD basis) of a 3-piece molecular cluster, C5H16O2 overall at a distorted geometry.

Its structure (SMILES) is CCCCC.O.O. The LUMO energy is 0.83 eV. The total energy is -9538.52558 eV. For the energy relative to the best compared isomer or geometry (same formula, charge and spin), the calculation gives 1.304 eV.

ORCA input file:
```
! RIJCOSX wB97M-V def2-TZVPD def2/J DEFGRID3
* xyz 0 1
C -2.3714 0.7427 -0.8620
H -2.7900 0.0772 -1.6457
H -1.0666 -1.0299 0.2982
H 0.5708 -0.8295 -0.4144
H -2.8203 1.6408 -1.2911
O -1.9048 -5.6015 -2.2274
H 0.8621 -1.6877 1.8086
C -0.8591 0.6836 -0.9611
H -0.5905 0.8203 1.7214
C 0.7918 -0.7392 2.3592
H -1.6349 -6.1601 -1.4818
C 0.2826 0.3079 1.3438
H 1.8046 -0.5440 2.6983
H 4.1077 4.8552 1.2990
H -2.9139 0.3389 -0.0099
H -2.7203 -5.2993 -1.8009
H -0.0327 -0.9570 3.0197
O 3.9166 5.0650 0.3755
H 1.0051 1.0824 1.0825
C -0.2807 -0.3431 0.0750
H -0.4711 0.3268 -1.9026
H -0.4256 1.6642 -0.7490
H 4.7609 5.3559 0.0140
*
```


# 4
The following is a DFT calculation (the ωB97M-V functional and the def2-TZVPD basis) of a 11-piece molecular cluster, C38H102N4O22 overall at a distorted geometry.

Its structure (SMILES) is COCCNCCOC.COCCNCCOC.COCCNCCOC.COCCNCCOC.OCCO.OCCO.OCCO.OCCO.OCCO.OCCO.OCCO. The LUMO energy is 0.28 eV. The total energy is -92050.18621 eV. For the energy relative to the best compared isomer or geometry (same formula, charge and spin), the calculation gives 5.588 eV.

ORCA input file:
```
! RIJCOSX wB97M-V def2-TZVPD def2/J DEFGRID3
* xyz 0 1
H -12.5080 0.7158 -2.8666
H -10.8047 5.3457 -1.7964
H -13.1688 3.2285 -8.5156
H -12.9365 -0.9740 -3.0505
H -8.5810 1.4866 -7.2923
C -6.8784 2.2334 -10.8520
C -7.2030 0.1648 -6.5530
C -7.7973 5.5026 -4.9020
C -3.8389 10.8631 -6.4260
O -15.2327 4.3007 1.7088
C -0.4239 12.1500 -5.5985
O -10.0353 1.8863 -0.9714
C -1.9960 12.1299 -5.4378
C -11.9671 4.0263 -2.9983
H -11.6743 10.7429 0.2236
C -7.9198 1.5676 -9.8872
C -10.1636 1.2021 0.2442
H -8.5531 6.8326 -3.5960
H -3.4949 8.8238 -7.3947
H -2.4007 13.0457 -5.8689
H -5.6683 2.4544 -4.7979
H -8.1044 4.8600 -5.7272
H -0.1540 11.3094 -4.9593
H -7.1316 8.9086 -2.9886
O -13.9304 0.1557 -1.6517
O -7.6634 10.7729 -1.5376
H -15.4214 4.3890 -3.9933
H -6.3751 1.3692 -11.2857
C 1.2153 12.7807 -7.1495
H -11.5758 3.0366 -2.7629
H -10.1920 9.3936 -5.1167
H -9.7736 6.3555 -4.7464
H -13.5978 6.9284 -2.7818
N -7.1968 0.8578 -8.8968
O -9.1023 8.3295 -6.7077
C -6.1230 6.4704 -6.3700
O 0.0488 12.1358 -6.9589
C -15.5905 5.8562 -2.7597
H -3.0460 9.7816 -10.5294
H -16.0014 2.8489 0.5186
O -11.9748 8.0083 -5.4075
H -2.9823 7.3217 -5.8060
N -12.0898 2.6990 0.6353
H -6.3085 4.8450 -10.9281
H -5.9876 10.1956 -0.4966
O -6.2042 1.0945 -6.2960
H -0.0240 12.9804 -5.0165
O -11.6333 9.8629 -0.1579
C -10.6385 7.5813 -0.3722
O -15.2001 -0.3189 -4.5402
C -14.5132 6.7657 -3.3506
H -8.6095 0.9759 -10.4891
C -11.5221 8.6693 -6.6145
H -6.1461 7.8704 -1.9410
H -14.3309 4.6617 -8.6678
H -10.0487 7.4692 -1.2820
H -12.8551 7.6508 -5.5454
H -11.7498 1.0190 1.7279
H -7.3818 9.2583 -0.3017
O -14.1484 6.4698 -4.6718
C -14.1818 0.5478 -4.1679
H -14.5956 1.5514 -4.0698
C -10.4252 9.1033 -0.0578
H -5.5486 7.3253 -6.7269
H -10.3049 6.9965 0.4850
H -7.7044 -0.0655 -5.6130
H -11.3629 6.0318 -3.4464
O -3.3421 5.5598 -3.9207
H -4.3451 11.7525 -6.8011
H -4.5388 8.8095 -10.1431
H -8.5447 0.5714 -1.8825
C -6.8233 9.7937 -1.0695
H -16.2696 2.2285 -7.6731
C -10.1788 9.1993 -6.1892
H -7.1909 4.3927 -9.4838
H -1.2820 9.1528 -5.4717
H -9.9956 10.1742 -6.6410
C -6.5061 2.2087 -5.4505
H -11.8468 2.9817 -0.3034
H -13.5220 -0.5854 -1.1984
C -16.1861 3.8719 0.8465
H -6.5312 6.1056 -7.3126
H -13.9401 5.0168 0.4705
C -11.6869 3.8984 -5.4958
O -12.5969 3.9951 -4.3847
O -3.9410 10.2787 -8.7917
C -11.6653 1.3522 0.6935
H -5.3368 5.7601 -6.1145
H -2.9165 8.5182 -9.4399
O -15.2796 4.5287 -3.0542
H -15.5501 6.1481 -1.7103
C -8.9631 5.9730 -4.1260
H -7.1922 11.5782 -1.7638
H -11.0207 4.7594 -5.5515
H -14.9900 7.7289 -3.5322
H -1.3431 6.0880 -4.0075
H -9.6399 1.5962 1.1150
H -5.5324 4.9412 -9.3049
H -13.2336 4.7051 1.9684
H 1.9543 12.4115 -6.4383
O -5.2008 9.3416 -2.7071
H -12.3909 9.2733 -6.8761
H -14.9359 -1.1795 -4.2070
H -16.3266 4.5202 -0.0184
H -3.3894 4.9474 -4.6585
H -8.0395 1.7659 -0.7066
H -8.6927 2.2261 -9.4911
O -15.5699 2.8746 -7.7943
H -17.0608 3.7050 1.4749
C -8.0253 0.6306 -7.6751
H 1.0587 13.8529 -7.0314
H 1.6119 12.7253 -8.1633
C -6.3799 8.9032 -2.1992
C -2.3117 6.5654 -3.8592
H -7.3889 2.7583 -11.6595
H -1.9368 11.0098 -7.1218
H -13.5882 0.6897 -5.0710
H -9.8875 9.3359 0.8614
O -12.0294 7.2347 -0.5948
H -15.8747 3.4456 -9.8608
H -8.6734 -0.2294 -7.8441
C -15.2576 2.8684 -9.1721
C -4.1779 9.6650 -7.5127
H -16.5585 6.0950 -3.2002
H -2.4531 6.9701 -2.8570
C -3.6310 9.2763 -9.7608
H -8.4661 2.2623 -2.3044
H -6.7076 -0.7628 -6.8399
H -5.1455 9.1826 -7.3741
H -13.9219 2.6011 -0.2113
H -2.2829 12.1308 -4.3862
H -6.3227 1.3322 -8.7205
H -12.3092 3.9378 -6.3898
H -10.0261 0.1264 0.1346
C -6.2055 4.3760 -9.9495
H -13.8119 5.5708 -4.6607
H -4.4537 10.7604 -5.5318
H -6.9226 3.0216 -6.0453
C -13.9687 3.7166 -9.0724
C -13.9301 4.2619 1.2567
H -9.7395 9.4447 -0.8332
O -1.3426 8.2101 -5.3009
H -12.1850 0.5654 0.1466
H -15.1412 1.8888 -9.6357
H -7.3156 4.7467 -4.2818
O -7.0907 6.6565 -5.3625
H -12.9955 4.8473 -10.3909
O -5.9306 3.0312 -10.1929
H -11.0804 3.0054 -5.3448
C -2.5777 7.7082 -4.8706
C -8.7521 1.5742 -1.5089
C -13.3467 0.0351 -3.0128
H -9.1432 4.3301 -2.6242
H -12.7910 4.1626 -2.2978
H -3.2490 8.4035 -4.3666
C -10.9406 5.2092 -2.8692
C -13.4996 2.8386 0.7650
H -4.5539 9.5507 -2.0294
H -7.4007 1.9707 -4.8750
N -2.3637 10.8814 -6.2155
H -8.3697 8.3088 -6.0876
N -9.5718 4.8256 -3.3929
O -13.4634 4.0090 -10.3922
H -13.9309 2.0810 1.4194
H -11.4454 7.9202 -7.4026
H -12.5651 7.8741 -0.1196
*
```


# 5
The following is a DFT calculation (the ωB97M-V functional and the def2-TZVPD basis) of C4H3O2OsS4SbSe4 as an isolated structure.

The LUMO energy (spin up / spin down) is 3.80 / 3.80 eV. The total energy is -322026.45534 eV. For the energy relative to the best compared isomer or geometry (same formula, charge and spin), the calculation gives 1.876 eV.

ORCA input file:
```
! RIJCOSX wB97M-V def2-TZVPD def2/J DEFGRID3
* xyz -2 1
Se -5.7837 0.5042 -2.3707
S 3.8310 -0.7346 2.0057
O 5.5717 0.7305 0.6528
Sb -3.8240 1.8243 -1.9778
S 0.2590 1.5985 1.2949
Se -2.9408 1.7528 0.4566
C 1.7905 0.8204 1.3554
S 1.1415 -1.3165 3.0327
Se -3.6665 4.0688 -2.7988
O -0.2865 -1.2389 0.0374
H -1.2704 -3.0456 0.1241
C -0.6713 -2.4487 -0.5702
H -1.2384 -2.3008 -1.4910
H 0.2369 -3.0136 -0.7963
C 2.0982 -0.3148 2.0727
Os -1.0720 0.4484 -0.1160
C 4.4128 0.5768 0.9794
Se -1.6925 0.4327 -2.4049
S 3.1045 1.6563 0.5140
*
```


# 6
The following is a DFT calculation (the ωB97M-V functional and the def2-TZVPD basis) of a 9-piece molecular cluster, C26H74N11O9 overall at a distorted geometry.

The LUMO energy is 2.36 eV. The total energy is -62982.33994 eV.

ORCA input file:
```
! RIJCOSX wB97M-V def2-TZVPD def2/J DEFGRID3
* xyz -1 1
C 16.7753 -14.1944 -12.0154
C 22.5384 -6.0286 -9.6313
H 21.2564 -10.5338 -14.6446
H 25.9124 -10.7925 -16.8820
H 27.4595 -10.3637 -8.7277
H 22.9489 -11.6832 -18.2348
H 30.4833 -8.4711 -14.5576
H 21.2748 -9.8118 -8.1365
H 24.0530 -12.6411 -8.7461
H 19.4303 -8.6005 -10.3115
H 18.8190 -14.5919 -10.4119
H 22.9680 -4.0435 -7.7797
H 24.5696 -9.6929 -3.7306
C 25.8723 -11.5057 -10.3341
H 26.9986 -10.9627 -12.8487
H 29.9851 -10.2505 -16.1654
H 21.0935 -7.5152 -17.2789
H 25.5696 -10.2674 -15.2823
H 21.2604 -8.2513 -7.4261
H 15.9864 -9.2469 -10.7381
H 28.2110 -12.0880 -12.5888
H 19.6691 -9.6953 -5.6567
H 25.2626 -12.3268 -10.7414
H 27.7558 -9.8985 -17.5731
H 22.7379 -6.0992 -12.3676
N 20.9261 -7.7761 -16.3273
H 24.5498 -9.6255 -12.7880
C 22.4371 -3.7157 -8.6739
C 21.6767 -9.9751 -6.0484
H 23.0513 -6.4722 -8.7686
H 16.5119 -14.7775 -11.1167
C 20.2412 -13.2082 -11.3415
N 20.3247 -10.4607 -5.8096
H 21.7507 -2.9140 -8.3924
H 19.7939 -4.9716 -8.2659
H 20.2860 -10.9420 -4.9108
H 15.9164 -13.5375 -12.1557
C 22.2682 -10.9101 -16.4482
C 17.8781 -9.2996 -11.4974
H 22.3436 -8.4495 -12.8400
H 23.4209 -9.0090 -10.7573
C 21.7781 -9.2146 -7.3664
C 19.0205 -14.1151 -11.3832
N 29.9717 -8.4130 -17.1009
H 21.6739 -12.5980 -17.5680
H 19.9664 -9.4292 -11.7167
C 23.1517 -5.2638 -11.7897
N 20.4347 -12.6464 -12.6694
O 18.7145 -7.1505 -16.3819
H 16.9361 -14.8305 -12.8903
H 21.9695 -6.8815 -10.0409
H 24.3720 -10.4096 -5.3453
C 27.9104 -9.6940 -16.5018
H 22.1334 -9.6720 -3.9892
H 21.6876 -9.1743 -10.5297
O 17.5281 -9.7795 -12.5674
H 25.7252 -12.0272 -15.6599
H 19.3091 -11.3543 -10.7356
H 24.0836 -4.9427 -12.2525
H 20.3929 -8.7603 -14.1749
N 20.7033 -5.4074 -8.1662
H 29.1237 -9.4660 -13.9503
H 22.4057 -4.4653 -11.8084
C 22.1700 -9.0522 -4.9038
H 26.5611 -12.7223 -12.6503
H 23.1114 -3.3449 -9.4437
H 25.4010 -8.9855 -5.1292
H 23.8829 -10.8962 -8.4854
O 23.5791 -5.6914 -10.5108
H 22.3664 -10.8175 -6.1389
H 21.1132 -11.8891 -12.7201
C 23.6394 -10.0367 -13.2457
O 27.5292 -10.7843 -15.7201
H 21.4332 -8.2570 -4.7771
H 20.7032 -11.9064 -15.5633
H 23.6532 -9.9361 -14.3288
H 27.3005 -8.8037 -16.2771
C 24.4823 -9.4678 -4.8005
H 20.5493 -6.3958 -8.3565
O 23.0508 -9.9625 -16.3841
O 21.2140 -10.1834 -12.9800
H 26.3422 -12.7021 -8.6267
O 23.4599 -8.5535 -5.1015
C 27.1757 -11.8935 -12.2902
C 25.9530 -11.7031 -8.8403
H 25.4379 -10.5419 -10.6261
H 21.1198 -13.7805 -11.0022
H 24.5094 -11.9848 -7.2251
H 30.9724 -8.4351 -16.9343
N 16.9287 -8.9934 -10.5221
H 23.7676 -11.1258 -13.1001
H 21.0294 -11.5326 -10.2587
O 27.1609 -11.6482 -10.9166
N 19.1725 -9.0646 -11.1626
H 28.8688 -7.8616 -14.6967
H 18.6878 -8.4010 -14.1249
N 26.6985 -10.6654 -8.1127
H 21.0755 -4.5683 -10.0881
C 19.6587 -7.6726 -15.7882
O 17.8907 -13.3853 -11.7601
H 20.6960 -13.3698 -13.3313
N 21.2897 -11.0963 -15.5064
N 22.3041 -11.8258 -17.4829
H 19.3086 -14.8974 -12.1109
H 21.5860 -8.4400 -15.9509
C 24.5207 -11.7583 -8.2942
H 22.7700 -10.6195 -10.7025
C 21.6319 -4.9007 -9.1995
C 20.0701 -12.0400 -10.3692
N 19.5695 -8.3418 -14.6031
C 22.3636 -9.5403 -12.5713
H 17.1495 -8.2778 -9.8568
C 29.4514 -8.7887 -14.7322
H 22.8240 -9.0793 -7.6302
H 19.7889 -12.3982 -9.3735
H 29.8779 -8.7826 -18.0442
H 26.1414 -9.8104 -8.0852
C 26.1253 -11.0331 -15.8267
C 29.3373 -9.3597 -16.1425
C 22.5390 -9.6084 -11.0487
*
```